(1)
{
  "formula": "C15H22Cl2N6RhS3",
  "method": "the ωB97M-V functional and the def2-TZVPD basis",
  "spin_multiplicity": 1,
  "total_charge": 3,
  "species": ["Rh", "C", "C", "S", "C", "C", "S", "C", "C", "S", "H", "H", "H", "H", "H", "H", "H", "H", "H", "H", "H", "H", "N", "C", "N", "C", "N", "N", "C", "N", "C", "C", "C", "C", "C", "N", "H", "H", "H", "H", "H", "H", "H", "H", "Cl", "C", "Cl", "H", "H"],
  "coordinates": [[0.236400, -0.093400, 0.024000], [1.453500, 1.528500, 3.939100], [0.833900, 0.146800, 4.113500], [0.153000, -0.654400, 2.609200], [1.302200, -2.060000, 2.411700], [2.682600, -1.670200, 1.924800], [2.633600, -0.875000, 0.272600], [3.543800, 0.679200, 0.547700], [2.743700, 1.657400, 1.405900], [3.110000, 1.471800, 3.192700], [1.610100, 1.950400, 4.934900], [0.818800, 2.204400, 3.367700], [-0.019300, 0.236400, 4.787900], [1.542600, -0.552700, 4.554300], [0.811200, -2.731200, 1.705300], [1.372500, -2.560000, 3.378700], [3.283200, -2.576700, 1.827200], [3.195200, -1.001100, 2.618800], [3.712100, 1.094800, -0.448300], [4.516500, 0.440800, 0.979600], [1.658200, 1.517200, 1.222100], [3.016200, 2.685400, 1.151300], [-0.527000, -3.284000, -0.788000], [-1.643500, -2.657300, -0.425600], [-2.770500, -3.318200, -0.271000], [-3.894400, -2.671000, 0.057900], [-5.026600, -3.313500, 0.181100], [-3.855200, -1.328600, 0.237300], [-2.721200, -0.701500, 0.106600], [-1.563900, -1.312000, -0.203900], [-2.679400, 0.764700, 0.230000], [-3.844000, 1.526600, 0.216300], [-3.740100, 2.910200, 0.184000], [-2.478600, 3.486400, 0.175800], [-1.366400, 2.653200, 0.226500], [-1.463700, 1.332200, 0.254600], [-0.562600, -4.259900, -1.047700], [0.264700, -2.728700, -1.099200], [-5.069100, -4.311000, 0.024600], [-5.879200, -2.822900, 0.409500], [-4.799300, 1.025800, 0.204000], [-4.627900, 3.524200, 0.141400], [-2.350500, 4.556000, 0.111200], [-0.365700, 3.067200, 0.226800], [1.071700, -1.240700, -4.360700], [0.400700, 0.328400, -3.879700], [0.899900, 0.762500, -2.246000], [-0.688800, 0.279900, -3.898100], [0.783900, 1.104500, -4.547200]],
  "forces_ev_per_a": [[-1.94, 1.09, 2.17], [0.49, -0.27, -0.16], [-0.01, 1.04, -0.05], [-0.25, -0.90, -1.29], [0.05, 0.10, -0.19], [-0.06, -0.28, 0.23], [-0.32, -0.53, -0.10], [-0.61, 0.31, -0.23], [0.18, 0.36, 0.28], [-0.23, 0.09, -0.12], [-0.11, 0.06, -0.09], [-0.06, 0.07, 0.16], [-0.21, -0.18, -0.18], [0.03, -0.10, -0.19], [-0.05, -0.08, 0.09], [-0.09, -0.06, 0.00], [0.03, 0.02, -0.16], [-0.12, 0.02, -0.16], [0.03, -0.13, -0.01], [-0.02, -0.19, -0.04], [0.20, 0.22, 0.12], [-0.14, -0.12, -0.18], [0.66, 0.16, -0.09], [-0.59, -0.40, 0.17], [0.53, -0.83, -0.34], [1.27, 0.35, -0.25], [-0.16, -0.08, 0.06], [-0.26, 1.42, 0.17], [-1.26, -0.42, 0.28], [2.28, 1.14, 0.13], [-0.75, 0.15, -0.02], [0.45, -0.24, 0.09], [0.17, 0.00, -0.02], [0.00, -0.34, 0.05], [0.49, 0.66, -0.03], [0.78, -1.69, -0.65], [-0.09, 0.02, 0.02], [-0.29, -0.41, -0.04], [0.07, 0.04, 0.01], [0.08, 0.04, 0.01], [-0.04, -0.10, 0.00], [-0.05, 0.04, 0.01], [0.09, 0.06, 0.07], [0.03, 0.05, -0.02], [-0.26, 0.56, 0.25], [-0.54, -1.26, -1.50], [0.38, 0.51, 1.39], [0.23, 0.06, 0.00], [0.01, -0.03, 0.34]]
}


(2)
{
  "formula": "C22H35NO15P2",
  "method": "the ωB97M-V functional and the def2-TZVPD basis",
  "smiles": "C[C@@H]1COC(=O)O1.C[C@@H]1COC(=O)O1.C[C@@H]1COC(=O)O1.C[C@@H]1COC(=O)O1.C[C@@H]1COC(=O)O1.C#CP[PH2]=N",
  "spin_multiplicity": 1,
  "species": ["C", "C", "P", "P", "N", "H", "H", "H", "H", "H", "C", "C", "C", "O", "C", "O", "O", "H", "H", "H", "H", "H", "H", "C", "C", "C", "O", "C", "O", "O", "H", "H", "H", "H", "H", "H", "C", "C", "C", "O", "C", "O", "O", "H", "H", "H", "H", "H", "H", "C", "C", "C", "O", "C", "O", "O", "H", "H", "H", "H", "H", "H", "C", "C", "C", "O", "C", "O", "O", "H", "H", "H", "H", "H", "H"],
  "coordinates": [[-1.610978, -0.834479, -4.605672], [-1.011817, 0.124118, -4.203138], [-0.123517, 1.482256, -3.558250], [1.721439, 0.464801, -2.926839], [3.047963, 1.034004, -3.569765], [-2.079039, -1.697612, -5.008321], [0.310054, 2.083251, -4.748612], [1.657301, 0.585269, -1.534112], [1.498541, -0.899947, -3.172409], [3.504473, 0.273436, -4.065225], [-4.187316, -4.438217, -0.417553], [-2.925200, -4.003708, -1.108465], [-1.631087, -4.267874, -0.365136], [-0.782028, -3.214309, -0.844716], [-1.577009, -2.185911, -1.223979], [-1.181223, -1.099896, -1.507703], [-2.868049, -2.564673, -1.240477], [-4.225105, -5.525466, -0.349018], [-4.239653, -4.019185, 0.588381], [-5.065364, -4.100585, -0.961086], [-2.875265, -4.421544, -2.118295], [-1.181521, -5.232295, -0.582843], [-1.752366, -4.151770, 0.714210], [6.782279, 3.717810, -1.327204], [6.881028, 2.237166, -1.576475], [5.572657, 1.475960, -1.559742], [5.993820, 0.173002, -1.121269], [7.125152, 0.319303, -0.394282], [7.627430, -0.539628, 0.255798], [7.599598, 1.580650, -0.510359], [6.255391, 4.198988, -2.151130], [6.245630, 3.915568, -0.398790], [7.774097, 4.159468, -1.241589], [7.424484, 2.038035, -2.504589], [5.071316, 1.409292, -2.520364], [4.876217, 1.879581, -0.819795], [1.187024, 0.000723, 1.122851], [0.880182, 0.463303, 2.520507], [-0.463657, 0.033199, 3.074422], [-0.772139, 1.097690, 3.982926], [-0.132572, 2.209946, 3.550807], [-0.319861, 3.304560, 3.973972], [0.745218, 1.898536, 2.572040], [1.302250, -1.083083, 1.096784], [0.385759, 0.285390, 0.439088], [2.112720, 0.455911, 0.771610], [1.683736, 0.186103, 3.208361], [-0.440681, -0.913186, 3.607409], [-1.232843, 0.004387, 2.298747], [-6.592359, -4.269135, -5.678975], [-6.979979, -5.166596, -4.535132], [-8.467618, -5.373487, -4.328075], [-8.547182, -5.610630, -2.917031], [-7.494325, -4.999064, -2.331503], [-7.359297, -4.846581, -1.161271], [-6.611016, -4.580017, -3.269827], [-6.860240, -4.734643, -6.627343], [-7.097510, -3.306168, -5.600518], [-5.519035, -4.085467, -5.674330], [-6.468943, -6.130766, -4.608299], [-8.877028, -6.221529, -4.869130], [-9.041034, -4.473709, -4.561734], [1.382473, 4.968118, 5.816339], [2.366347, 5.403246, 6.867557], [2.383082, 6.884040, 7.188929], [3.737658, 7.092308, 7.605143], [4.505867, 6.146471, 7.009301], [5.692783, 6.145999, 7.004118], [3.725389, 5.210576, 6.422962], [0.360478, 5.097142, 6.170492], [1.513917, 5.546488, 4.901750], [1.524337, 3.920715, 5.564437], [2.239075, 4.818208, 7.783273], [1.703391, 7.172540, 7.985848], [2.193301, 7.493604, 6.302309]],
  "forces_ev_per_a": [[0.04, -0.09, -0.21], [0.12, -0.17, -0.36], [-0.77, 0.65, 0.80], [0.88, -0.05, -0.82], [-0.27, -0.27, 0.24], [-0.16, -0.03, 0.04], [0.36, -0.28, -0.17], [-0.20, 0.00, 0.08], [-0.29, -0.05, 0.24], [0.12, 0.21, -0.17], [-0.02, 0.25, 0.10], [-0.03, -0.12, 0.09], [0.01, -0.02, -0.02], [0.02, -0.02, 0.06], [-0.02, 0.00, -0.03], [0.15, 0.08, 0.24], [0.00, -0.02, -0.08], [0.01, -0.01, -0.02], [0.05, -0.04, 0.02], [0.00, -0.07, -0.04], [0.02, 0.02, -0.02], [0.07, 0.04, -0.07], [-0.05, -0.03, 0.01], [0.06, 0.01, 0.18], [-0.07, 0.08, 0.04], [0.11, 0.02, -0.07], [-0.08, 0.02, -0.01], [0.00, 0.02, 0.03], [0.00, -0.02, 0.01], [0.04, -0.02, -0.08], [-0.01, -0.01, -0.01], [-0.04, -0.01, -0.01], [0.01, 0.00, -0.06], [0.01, -0.02, 0.00], [-0.02, -0.09, 0.06], [0.01, 0.06, 0.00], [-0.05, 0.21, -0.11], [-0.03, -0.11, -0.06], [0.00, -0.02, 0.01], [-0.04, -0.04, -0.02], [-0.01, 0.02, -0.07], [-0.05, -0.04, -0.03], [0.05, -0.01, 0.07], [0.00, -0.01, 0.01], [-0.04, -0.06, 0.03], [0.05, -0.06, 0.05], [0.00, 0.02, 0.02], [0.01, 0.05, 0.10], [0.03, -0.02, -0.05], [0.03, 0.17, 0.10], [-0.03, 0.03, -0.09], [-0.01, -0.02, -0.02], [-0.04, 0.02, -0.03], [-0.02, 0.04, -0.01], [-0.03, -0.02, 0.00], [0.05, -0.09, 0.01], [-0.01, -0.01, -0.01], [-0.04, -0.02, -0.01], [0.01, -0.06, -0.03], [0.00, -0.01, 0.02], [0.00, -0.07, 0.09], [0.02, 0.02, -0.05], [0.24, 0.04, -0.10], [-0.13, 0.04, -0.04], [-0.01, 0.01, 0.03], [-0.03, 0.04, -0.02], [-0.01, -0.03, -0.02], [0.02, 0.01, 0.01], [0.00, -0.04, 0.07], [-0.01, -0.01, 0.01], [-0.03, 0.02, 0.00], [-0.03, -0.01, 0.06], [0.02, 0.00, 0.02], [0.07, 0.00, 0.07], [-0.05, -0.03, -0.03]]
}


no.,frontier orbital gap (eV),HOMO level (eV)
1,4.75,-17.41
2,8.65,-8.56